{"formula": "C4H6N2", "method": "wB97M-V/def2-TZVPD", "elements": ["C", "C", "N", "H", "H", "H", "C", "H", "N", "C", "H", "H"], "xyz": [[0.897, -0.638, -1.322], [1.134, 0.118, -0.192], [-0.067, 0.260, 0.474], [-0.974, -1.268, -2.318], [2.168, 0.557, 0.046], [0.572, 1.277, 2.385], [-1.129, -0.227, -0.336], [1.505, -0.988, -2.159], [-0.456, -0.856, -1.445], [-0.254, 0.768, 1.672], [-1.329, 0.811, 2.003], [-2.132, -0.296, 0.052]], "gap_ev": [8.71, 9.82], "homo_energy_ev": [-18.8740, -23.8132], "spin_multiplicity": 3, "s_squared": 2.027, "total_charge": 2, "total_energy_ev": -7201.93591}



{"formula": "C25H36AlB2ClF3LiMgN5O19PS", "method": "wB97M-V/def2-TZVPD", "elements": ["H", "H", "H", "O", "H", "H", "H", "C", "O", "H", "F", "N", "H", "C", "H", "H", "H", "P", "H", "O", "H", "C", "C", "H", "H", "Al", "H", "H", "H", "N", "Li", "H", "H", "C", "O", "H", "O", "O", "C", "C", "C", "C", "C", "C", "O", "H", "O", "O", "Mg", "H", "C", "O", "C", "C", "C", "B", "N", "Cl", "H", "H", "N", "C", "H", "H", "O", "C", "C", "H", "H", "C", "H", "C", "H", "B", "C", "H", "N", "H", "O", "S", "C", "O", "C", "F", "O", "H", "C", "O", "H", "C", "O", "H", "O", "F", "O", "O"], "xyz": [[2.319, -2.497, -1.256], [-3.732, 0.011, -7.142], [-3.417, -3.781, -1.898], [-3.610, -0.910, -6.756], [3.237, 4.650, 1.924], [2.724, 4.940, 3.591], [6.717, -0.509, 0.812], [-1.639, -0.422, 2.405], [-0.302, 0.586, 0.294], [2.184, -5.561, 1.991], [-8.029, 1.071, 2.484], [3.800, -0.332, 6.700], [3.887, -0.821, -5.720], [3.140, -0.270, -3.812], [-0.624, -4.142, 0.332], [-2.491, 0.058, 3.049], [-0.502, 1.101, -0.564], [3.108, 4.037, -2.830], [-0.592, 3.353, 3.297], [-2.558, -4.286, -1.781], [-2.547, -2.551, 1.858], [-4.272, 0.869, -0.012], [3.541, -1.140, -4.744], [3.139, 0.800, -3.982], [2.064, -3.870, 1.879], [-1.158, -2.763, -4.864], [3.067, -4.118, -2.993], [1.704, 1.505, 5.968], [6.491, -1.921, -0.276], [1.434, 2.561, 1.542], [0.565, 1.336, -1.523], [-0.617, -0.109, 2.936], [1.698, 1.761, 2.125], [-5.283, -0.104, -2.603], [3.904, -3.390, -5.340], [1.926, 3.245, 5.697], [2.816, -0.824, 6.123], [-0.286, -3.789, -0.543], [0.442, 3.447, 3.652], [-2.696, -0.907, -1.622], [1.534, -4.782, 1.555], [-2.856, 0.013, -0.237], [3.535, -2.593, -4.488], [2.671, -0.725, -2.488], [3.356, 5.237, -3.758], [0.449, 4.283, 4.360], [2.935, 2.763, -3.674], [4.306, 3.865, -1.882], [-3.832, 3.934, -0.237], [2.758, 2.036, 4.660], [2.664, -2.179, -2.232], [0.729, 2.215, 4.321], [1.340, 3.733, 2.425], [-3.772, -1.889, -4.162], [-3.897, -0.965, -2.775], [-1.441, -3.370, -1.412], [-6.772, 1.433, -1.336], [3.683, 4.835, -5.645], [-4.853, -2.340, -4.374], [-4.144, 1.288, 2.334], [4.854, -1.453, 0.973], [1.841, 2.274, 5.202], [-1.163, -1.899, -3.151], [0.497, 2.322, 1.215], [4.211, -0.555, 1.530], [-6.527, 0.996, 2.542], [-4.548, 1.798, 1.349], [-4.018, 2.857, 1.256], [0.872, 4.549, 1.862], [2.749, 4.192, 2.791], [3.392, 3.368, 3.114], [-1.340, -1.796, -1.976], [-0.350, -1.278, -1.566], [-1.602, 0.047, 0.829], [-3.241, -0.866, -5.332], [1.840, -4.830, 0.496], [-6.382, -0.090, -3.642], [5.650, -0.375, -0.636], [1.834, 4.281, -2.005], [-7.565, 0.970, -2.862], [3.066, -3.049, -3.164], [0.238, -4.857, 1.817], [-1.790, -2.067, 2.612], [-6.138, -0.413, 2.214], [4.614, -2.665, 1.037], [-0.742, -2.578, 2.466], [6.021, -1.033, 0.152], [4.906, -0.893, 6.628], [-3.062, -2.804, -3.951], [-5.394, 0.752, -1.209], [-2.364, 0.107, -4.961], [-2.105, -2.234, 3.751], [-6.016, 1.996, 1.591], [-6.162, 1.327, 3.958], [3.679, 0.720, 7.348], [2.302, 0.071, -1.636]], "gap_ev": 1.44, "homo_energy_ev": -6.8113, "total_charge": 0, "total_energy_ev": -127227.37652}



{"formula": "C22H49N9O24S2", "method": "wB97M-V/def2-TZVPD", "elements": ["H", "H", "O", "C", "H", "H", "H", "H", "C", "H", "O", "O", "O", "C", "C", "H", "H", "H", "N", "O", "N", "H", "H", "H", "H", "C", "C", "H", "O", "H", "C", "H", "C", "C", "C", "N", "O", "C", "H", "H", "H", "C", "O", "H", "H", "H", "C", "S", "N", "H", "N", "H", "O", "O", "H", "N", "C", "O", "H", "H", "H", "H", "O", "O", "H", "S", "H", "O", "H", "H", "O", "O", "H", "H", "O", "C", "O", "O", "N", "O", "H", "C", "C", "N", "C", "H", "C", "O", "H", "H", "O", "H", "H", "N", "H", "H", "H", "O", "H", "C", "C", "H", "H", "H", "O", "C"], "xyz": [[-2.825, -7.589, 1.028], [5.593, 0.098, 2.085], [3.616, -8.912, -1.377], [1.748, 2.877, -2.810], [3.228, 3.856, -5.454], [4.094, 7.718, -2.954], [0.606, 4.704, -2.151], [-0.212, -0.815, 2.632], [2.155, -1.181, -0.575], [1.844, -0.528, 0.320], [0.582, 6.763, 1.359], [4.898, -1.915, 0.737], [-3.649, -3.258, 6.575], [4.791, -0.772, 0.215], [-4.521, 0.004, 6.229], [0.257, 4.142, -3.860], [1.223, -1.390, -1.224], [-2.982, -0.978, 0.032], [-5.697, -0.969, 0.467], [-0.736, -5.335, -3.144], [-3.571, 0.851, 5.459], [-1.495, -0.415, 3.926], [-0.550, -2.472, -2.238], [3.931, 1.678, -1.824], [0.364, 6.988, 0.422], [-2.430, -5.031, 5.735], [3.158, 7.311, -3.334], [-4.758, -0.865, 5.617], [-5.182, -0.032, 1.055], [3.759, 2.171, -5.748], [-0.640, -3.459, -1.788], [-2.587, 0.682, 0.705], [-2.206, -0.402, 0.640], [0.409, 3.749, -2.783], [-7.113, -1.282, 0.788], [3.538, 3.335, -7.471], [-2.475, 1.063, 5.962], [-0.564, 5.982, 1.849], [-5.409, 0.605, 6.423], [-1.186, 0.765, 2.532], [3.000, -0.750, -2.598], [-0.861, 0.521, -1.088], [2.806, 3.490, -3.158], [-2.216, 5.306, 0.494], [4.119, -6.829, -2.841], [-2.114, 3.019, 1.127], [-1.072, 3.500, 1.120], [5.807, 1.903, 0.438], [2.060, 7.850, -2.489], [-1.491, -4.615, 6.097], [-3.521, -4.473, 6.574], [-2.623, -4.734, 4.705], [-1.995, -4.774, 0.391], [1.367, 7.042, -1.888], [2.673, 1.543, -0.495], [-2.086, -5.645, 1.237], [3.083, -7.160, -2.785], [-4.207, -5.262, 7.200], [-0.663, 3.369, 2.194], [-1.405, 6.687, 2.191], [-0.552, 5.198, -0.342], [6.220, 2.687, 1.519], [2.621, 4.087, -7.763], [1.931, 9.059, -2.458], [-1.684, -3.723, -1.640], [-1.148, 2.866, -2.322], [-0.199, 5.394, 2.756], [-2.192, -1.028, 1.948], [-7.145, -2.302, 1.170], [0.158, 1.659, 0.887], [-0.899, -0.457, -0.001], [4.578, -0.666, -1.187], [-2.433, -6.115, 5.830], [-7.466, -0.577, 1.539], [1.866, 1.492, -2.533], [-1.905, -7.053, 0.797], [-2.313, -5.457, 2.421], [-5.152, -1.676, -0.366], [-1.020, 1.954, -0.877], [4.194, 2.672, -8.256], [0.821, 3.011, -0.157], [-0.151, 2.528, 0.187], [2.916, 1.217, -1.568], [2.921, -7.919, -1.518], [-1.101, 5.037, 0.642], [4.926, 3.528, -5.919], [3.889, 3.214, -6.032], [-3.958, 1.274, 4.379], [2.406, -6.306, -2.772], [-1.059, -7.463, 1.347], [1.158, -4.283, -2.982], [-0.094, -3.511, -0.848], [-4.049, -0.298, 7.161], [-0.024, -4.441, -2.715], [2.838, -7.833, -3.605], [-1.711, -7.063, -0.274], [-7.688, -1.186, -0.132], [2.108, -7.497, -0.710], [2.522, -2.223, -0.248], [3.186, -0.393, -1.514], [4.923, 0.469, 1.223], [3.876, 0.708, 1.619], [3.153, 6.224, -3.265], [2.973, 7.634, -4.358], [-0.733, 0.026, -2.270], [-1.242, -0.352, 2.810]], "gap_ev": 8.99, "homo_energy_ev": -9.1998, "smiles": "COCOC(=O)N(CCCCO)SCC(=O)OC[C@H](C)OC(=O)CS.C[N+](=O)[O-].C[N+](=O)[O-].C[N+](=O)[O-].C[N+](=O)[O-].C[N+](=O)[O-].C[N+](=O)[O-].C[N+](=O)[O-].C[N+](=O)[O-]", "total_charge": 0, "total_energy_ev": -107801.75138}